(1)
9
Properties=species:S:1:pos:R:3:nbo_charge:R:1 method="wB97M-V/def2-TZVPD" total_energy_ev=-7163.5706 homo_energy_ha=-0.60843 gap_ev=8.80 de_lowest_ev=1.7224 charge=+1
C -1.83313 0.35011 0.00967 0.79
C -0.47006 -1.08916 -0.00844 0.21
C 0.11247 0.25091 -0.00913 -0.04
C 1.39906 0.64459 0.01138 -0.01
N -2.01059 -0.90188 0.00941 -0.37
N -0.95868 1.21471 -0.01186 -0.39
H -0.09161 -2.09631 -0.05624 0.28
H 1.64308 1.70149 -0.00589 0.27
H 2.20946 -0.07446 0.06110 0.25



(2)
11
Properties=species:S:1:pos:R:3:nbo_charge:R:1 method="wB97M-V/def2-TZVPD" total_energy_ev=-11258.7785 homo_energy_ha=-0.53535 gap_ev=8.81 de_lowest_ev=2.8493 charge=+1
C -1.39221 1.05578 0.09706 -0.04
C -0.88522 -0.26681 0.09765 -0.09
C 0.69147 1.22255 0.00002 0.61
C 2.54362 -0.16170 0.06652 0.67
N -0.36765 1.93476 -0.00967 -0.38
N 0.45122 -0.12008 -0.07415 -0.10
O 1.49535 -0.92976 0.03771 -0.17
O 2.40631 1.11275 0.01317 -0.34
H -2.46516 1.45801 -0.07882 0.28
H -1.40654 -1.32783 0.09831 0.29
H 3.54602 -0.49001 0.04221 0.26



(3)
10
Properties=species:S:1:pos:R:3:nbo_charge:R:1 method="wB97M-V/def2-TZVPD" total_energy_ev=-8666.3713 homo_energy_ha=-0.35021 gap_ev=10.14 smiles=N#Cc1ncc[nH]1 de_lowest_ev=0.0395 charge=0
N 3.28905 -0.51546 0.31859 -0.27
C 2.14528 -0.49647 0.14315 0.24
C 0.72714 -0.37936 -0.00236 0.20
N -0.16384 -1.33628 0.12474 -0.38
C -1.37202 -0.70152 0.05087 -0.09
C -1.20373 0.65093 -0.10719 -0.09
N 0.14642 0.84595 -0.15669 -0.48
H -2.30006 -1.25455 0.11429 0.22
H -1.89534 1.48060 -0.11261 0.23
H 0.62710 1.70616 -0.37279 0.43



(4)
11
Properties=species:S:1:pos:R:3:nbo_charge:R:1 method="wB97M-V/def2-TZVPD" total_energy_ev=-10707.1516 homo_energy_ha=-0.38507 gap_ev=8.71 de_lowest_ev=6.4992 charge=0
C -0.12390 0.83357 0.35662 -0.02
C -1.72994 0.40831 0.18910 0.10
C 0.14183 -0.47452 -0.15523 0.09
C 1.56366 -0.55518 -0.20104 0.21
H 1.54680 1.58608 -0.68502 0.45
H 0.22211 0.91052 1.46977 0.23
H -2.49913 1.03947 0.84084 0.22
N -1.90518 -0.84525 -0.05280 -0.25
N -0.75446 -1.41258 -0.22408 -0.16
N 2.66666 -0.60605 0.30968 -0.23
O 0.19640 1.90476 -0.37398 -0.63



(5)
11
Properties=species:S:1:pos:R:3:nbo_charge:R:1 method="wB97M-V/def2-TZVPD" total_energy_ev=-10708.7676 homo_energy_ha=-0.31964 gap_ev=9.10 smiles="O=C1Nc2c[nH]nc21" de_lowest_ev=4.8832 charge=0
O 2.11920 -2.11252 -0.82263 -0.49
C 1.25211 -1.50865 -0.15810 0.72
N -0.00742 -1.62476 0.66438 -0.66
C -0.42605 -0.21735 0.31334 0.02
C -1.23632 0.94035 0.08757 -0.04
N -0.48780 1.66753 -0.63951 -0.34
N 0.86857 1.17129 -0.73973 -0.25
C 0.83641 0.04658 -0.14193 -0.01
H 0.12445 -2.12165 1.77252 0.41
H -2.27133 1.20237 0.42764 0.24
H -0.77182 2.55681 -0.76355 0.40



(6)
11
Properties=species:S:1:pos:R:3:nbo_charge:R:1 method="wB97M-V/def2-TZVPD" total_energy_ev=-10712.8383 homo_energy_ha=-0.34605 gap_ev=10.12 smiles=N#Cc1n[nH]cc1O de_lowest_ev=0.8125 charge=0
N 3.03939 -0.71085 -0.05623 -0.30
C 1.87536 -0.81215 -0.03272 0.26
C 0.49817 -0.60002 -0.02834 -0.12
N -0.44973 -1.56080 0.05763 -0.19
N -1.56832 -0.81897 -0.00790 -0.29
C -1.39446 0.52808 -0.08871 -0.12
C 0.01311 0.68376 0.03117 0.25
O 0.80602 1.78188 -0.00954 -0.65
H -2.43299 -1.31586 -0.07506 0.42
H -2.08375 1.34434 -0.08288 0.24
H 1.69720 1.48058 0.29257 0.50



(7)
11
Properties=species:S:1:pos:R:3:nbo_charge:R:1 method="wB97M-V/def2-TZVPD" total_energy_ev=-10705.9464 homo_energy_ha=-0.33035 gap_ev=8.29 smiles="C#CC1=NN=CON1" de_lowest_ev=7.7044 charge=0
C -0.80273 1.29941 2.48961 -0.16
C 0.25779 0.75505 1.70711 -0.03
C 0.53054 -0.07966 0.49911 0.25
N 1.65292 -0.14947 -0.20893 -0.27
N 1.68672 -0.79368 -1.53395 -0.29
C 0.46997 -0.75837 -1.99976 0.37
O -0.60784 -0.30661 -1.41452 -0.35
N -0.60976 -0.52922 -0.06699 -0.33
H -1.22029 1.66340 3.34266 0.22
H 0.14431 -1.13376 -2.99262 0.19
H -1.50164 0.03292 0.17827 0.40



(8)
11
Properties=species:S:1:pos:R:3:nbo_charge:R:1 method="wB97M-V/def2-TZVPD" total_energy_ev=-19498.8638 homo_energy_ha=-0.33776 gap_ev=7.91 de_lowest_ev=2.6781 charge=0
C 0.64429 1.71998 -0.04614 0.23
C -1.72062 1.99555 -0.00950 0.26
C -0.87968 -0.61689 -0.31700 0.16
C -0.53684 1.50520 -0.63841 -0.47
N 1.65352 1.85320 0.48739 -0.29
N -2.64798 2.45254 0.50581 -0.27
N -0.24600 -0.91976 0.83742 -0.83
S -1.98659 -1.34469 -1.29736 0.03
H -0.46042 1.45364 -1.72610 0.30
H 0.52084 -0.15078 0.96658 0.44
H -0.18268 -1.85591 1.37483 0.45